No. 1
Density functional theory data (ωB97M-V with the def2-TZVPD basis set) for a 8-piece molecular cluster, C23H39NO17S2 overall in a non-equilibrium geometry.

```
82
Properties=species:S:1:pos:R:3:mulliken_charge:R:1
C -1.391 2.895 6.835 -0.306
C -0.615 1.739 7.460 -0.236
O -0.309 0.930 6.343 -0.332
C -0.752 1.481 5.192 0.574
O -0.613 1.007 4.121 -0.509
O -1.557 2.542 5.465 -0.331
H -0.844 3.842 6.798 0.236
H -2.332 3.085 7.351 0.270
H -1.227 1.241 8.209 0.278
H 0.274 2.126 7.957 0.243
C -1.007 0.589 0.813 0.451
C 0.299 0.340 0.071 1.338
O 0.069 -0.879 -0.652 -0.543
C -1.082 -1.473 -0.219 0.790
O -1.576 -2.498 -0.540 -0.427
O -1.643 -0.690 0.707 -0.397
H -1.653 1.301 0.298 0.083
H -0.862 0.820 1.862 -0.121
H 1.103 0.157 0.781 -0.094
H 0.596 1.057 -0.688 -1.066
C -0.576 2.129 -4.373 -0.345
C -0.429 1.325 -3.096 -0.501
O -1.369 1.989 -2.241 -0.016
C -2.316 2.583 -3.036 0.562
O -3.276 3.147 -2.618 -0.560
O -1.957 2.517 -4.312 -0.386
H -0.363 1.568 -5.281 0.359
H 0.047 3.021 -4.391 0.178
H 0.572 1.476 -2.695 0.356
H -0.622 0.264 -3.252 0.422
C -0.976 -5.685 -5.818 -0.246
C 0.179 -4.704 -6.200 -0.325
O 0.039 -3.653 -5.240 -0.340
C -0.815 -4.009 -4.273 0.579
O -1.186 -3.309 -3.379 -0.393
O -1.382 -5.208 -4.557 -0.324
H -0.551 -6.687 -5.804 0.279
H -1.764 -5.614 -6.564 0.264
H -0.002 -4.230 -7.166 0.232
H 1.192 -5.099 -6.186 0.265
C 5.317 2.378 2.003 -0.343
C 4.873 3.122 3.268 -0.407
O 3.466 3.106 3.146 -0.362
C 3.091 2.116 2.337 0.597
O 1.964 1.785 2.165 -0.283
O 4.179 1.564 1.747 -0.285
H 6.209 1.791 2.212 0.293
H 5.503 3.011 1.134 0.252
H 5.316 4.116 3.311 0.312
H 5.200 2.605 4.171 0.284
C 0.409 -3.256 2.443 -0.799
C 1.586 -3.823 1.643 -0.526
C 2.267 -2.744 0.764 0.626
C 3.612 -3.107 0.383 -0.031
N 4.687 -3.398 0.109 -0.507
H -0.535 -3.182 1.901 0.065
H 0.661 -2.243 2.760 0.163
H 0.226 -3.924 3.284 0.418
H 1.355 -4.688 1.023 0.345
H 2.331 -4.155 2.369 0.376
H 2.316 -1.827 1.358 -0.131
H 1.711 -2.510 -0.145 0.055
C 0.621 5.986 -1.168 -1.246
S 0.902 4.244 -1.645 0.902
O 1.527 4.332 -2.986 -0.724
C 2.197 3.794 -0.443 -1.221
H -0.248 6.361 -1.707 0.380
H 1.459 6.561 -1.567 0.370
H 0.494 6.107 -0.094 0.364
H 1.825 4.059 0.547 0.358
H 3.034 4.475 -0.618 0.514
H 2.467 2.751 -0.561 0.281
C -4.992 -1.339 -0.913 -0.972
S -4.804 -2.986 -0.052 0.512
O -6.119 -3.362 0.570 -0.650
C -4.616 -3.909 -1.611 -0.710
H -5.386 -0.610 -0.201 0.336
H -5.769 -1.525 -1.655 0.405
H -4.121 -0.861 -1.356 0.241
H -3.551 -3.767 -1.823 0.127
H -5.189 -3.544 -2.459 0.329
H -4.802 -4.941 -1.327 0.326
```

Output
- highest occupied orbital energy (eV) = -7.96
- ΔE to the lowest compared entry with this formula, charge and spin (kJ/mol) = 14.5
- multiplicity = 1
- LUMO energy (eV) = 0.1
- gap between HOMO and LUMO (eV) = 8.07
- total energy (eV) = -82449.2452


No. 2
Density functional theory data (ωB97M-V with the def2-TZVPD basis set) for a 4-piece molecular cluster, C23H39O14P3 overall in a non-equilibrium geometry.

```
79
Properties=species:S:1:pos:R:3:mulliken_charge:R:1
O -3.175 -4.947 1.920 -0.553
C -2.879 -3.771 1.802 -0.101
C -1.471 -3.311 1.580 -0.511
C -1.290 -2.225 0.835 -0.524
C -2.505 -1.518 0.305 0.123
O -2.437 -0.900 -0.744 -0.525
C -3.785 -1.635 1.088 0.693
C -4.746 -0.491 0.928 -0.609
C -6.018 -0.603 1.772 -1.377
C -7.023 -1.638 1.292 0.669
C -7.982 -2.039 2.193 -0.244
C -8.931 -2.968 1.881 -0.743
C -8.911 -3.516 0.623 -0.230
C -7.986 -3.129 -0.303 -0.955
C -7.054 -2.185 0.036 0.085
C -3.958 -2.726 1.831 -0.027
H -0.658 -3.894 1.994 0.468
H -0.278 -1.873 0.624 0.659
H -4.251 0.468 1.100 0.526
H -5.043 -0.481 -0.126 0.154
H -6.522 0.367 1.705 0.478
H -5.788 -0.773 2.827 0.403
H -8.021 -1.618 3.194 0.329
H -9.687 -3.273 2.592 0.382
H -9.661 -4.249 0.345 0.345
H -8.010 -3.563 -1.293 0.391
H -6.331 -1.870 -0.706 0.278
H -4.848 -2.861 2.434 0.443
C -0.987 4.024 -1.396 -0.535
O -0.889 3.769 -2.804 -0.271
P -2.246 3.640 -3.640 1.012
O -3.464 3.773 -2.848 -0.712
O -2.072 2.263 -4.404 -0.335
C -2.110 1.070 -3.609 -0.675
O -2.090 4.701 -4.798 -0.351
C -1.014 4.565 -5.731 -0.592
H -1.354 3.138 -0.880 0.204
H 0.011 4.262 -1.032 0.224
H -1.647 4.867 -1.198 0.309
H -2.933 1.104 -2.895 0.316
H -1.166 0.950 -3.077 0.284
H -2.254 0.224 -4.274 0.348
H -1.185 3.707 -6.380 0.259
H -0.061 4.453 -5.214 0.278
H -0.984 5.466 -6.338 0.249
C 4.452 -1.960 1.760 -0.645
O 4.601 -2.226 0.354 -0.310
P 3.285 -2.371 -0.531 0.894
O 2.032 -2.245 0.210 -0.524
O 3.497 -3.756 -1.277 -0.352
C 3.435 -4.943 -0.482 -0.627
O 3.475 -1.316 -1.686 -0.261
C 4.590 -1.446 -2.577 -0.677
H 4.073 -2.846 2.268 0.292
H 5.429 -1.708 2.165 0.274
H 3.779 -1.121 1.925 0.283
H 2.582 -4.912 0.197 0.273
H 4.359 -5.057 0.087 0.263
H 3.323 -5.790 -1.153 0.253
H 4.453 -2.308 -3.228 0.279
H 5.523 -1.545 -2.021 0.311
H 4.635 -0.547 -3.186 0.235
C 4.219 2.365 1.392 -0.447
O 5.487 3.039 1.430 -0.310
P 6.700 2.323 2.184 1.061
O 6.366 1.041 2.800 -0.685
O 7.216 3.441 3.185 -0.327
C 6.364 3.781 4.282 -0.655
O 7.841 2.264 1.100 -0.337
C 8.355 3.484 0.553 -0.628
H 3.760 2.375 2.380 0.294
H 3.580 2.900 0.694 0.232
H 4.335 1.338 1.049 0.163
H 5.967 2.883 4.758 0.314
H 5.543 4.410 3.932 0.269
H 6.955 4.335 5.006 0.250
H 8.935 4.018 1.304 0.267
H 7.546 4.118 0.189 0.299
H 9.005 3.228 -0.279 0.241
```

Output
- highest occupied orbital energy (eV) = -9.07
- ΔE to the lowest compared entry with this formula, charge and spin (kJ/mol) = 0.0
- structure (SMILES) = O=C1C=CC(=O)C(CCc2ccccc2)=C1.COP(=O)(OC)OC.COP(=O)(OC)OC.COP(=O)(OC)OC
- multiplicity = 1
- LUMO energy (eV) = -0.6
- gap between HOMO and LUMO (eV) = 8.45
- total energy (eV) = -81021.2819


No. 3
Density functional theory data (ωB97M-V with the def2-TZVPD basis set) for C23H3BBeF19GeN2O4S as an isolated structure in a non-equilibrium geometry.

```
55
Properties=species:S:1:pos:R:3:nbo_charge:R:1
Be 2.053 -1.193 -1.236 1.623
O 3.180 4.063 -0.645 -0.694
C 3.814 3.410 0.344 0.784
O 4.328 3.959 1.297 -0.585
C 3.804 1.941 0.197 -0.260
C 4.387 1.051 1.072 0.039
N 4.063 -0.205 0.695 -0.272
N 3.252 -0.149 -0.324 -0.387
C 3.149 1.109 -0.721 0.055
C 2.174 1.216 -1.810 0.784
O 1.892 2.350 -2.230 -0.664
O 1.572 0.131 -2.100 -0.862
H 2.715 3.467 -1.289 0.516
H 4.977 1.319 1.920 0.240
H 4.405 -1.049 1.076 0.437
F 0.590 0.649 2.349 -0.298
C 0.192 1.489 1.428 0.418
C -0.607 1.076 0.338 -0.560
C -0.886 2.053 -0.594 0.408
F -1.505 1.708 -1.737 -0.310
C -0.455 3.352 -0.492 0.251
F -0.685 4.198 -1.484 -0.283
C 0.298 3.755 0.599 0.309
F 0.587 5.029 0.845 -0.277
C 0.614 2.811 1.549 0.227
F 1.336 3.109 2.663 -0.299
Ge -0.954 -0.888 0.246 1.373
S 0.792 -2.193 0.140 -0.890
C -1.990 -1.297 1.872 -0.537
C -2.371 -0.442 2.904 0.363
F -2.139 0.889 2.837 -0.315
C -3.104 -0.850 3.997 0.254
F -3.589 0.011 4.834 -0.274
C -3.311 -2.188 4.154 0.284
F -3.932 -2.603 5.289 -0.303
C -2.993 -3.105 3.160 0.246
F -3.302 -4.399 3.249 -0.286
C -2.352 -2.607 2.046 0.402
F -2.058 -3.473 1.104 -0.298
C -2.380 -1.318 -1.147 -0.539
C -2.056 -1.581 -2.486 0.425
F -0.771 -1.748 -2.801 -0.296
C -3.028 -1.662 -3.493 0.244
F -2.686 -2.000 -4.722 -0.282
C -4.365 -1.480 -3.117 0.289
F -5.316 -1.580 -4.064 -0.297
C -4.712 -1.174 -1.808 0.239
F -5.965 -0.978 -1.441 -0.285
C -3.706 -1.116 -0.873 0.394
F -4.160 -0.756 0.342 -0.324
F 2.799 -2.432 -2.012 -0.666
B 4.343 -2.416 -2.461 1.387
F 5.060 -2.471 -1.242 -0.575
F 4.462 -3.575 -3.135 -0.533
F 4.541 -1.218 -3.083 -0.540
```

Output
- highest occupied orbital energy (eV) = -6.76
- multiplicity = 1
- LUMO energy (eV) = 2.1
- gap between HOMO and LUMO (eV) = 8.82
- net charge = -1
- total energy (eV) = -155143.5913


No. 4
Density functional theory data (ωB97M-V with the def2-TZVPD basis set) for C23H40ClPZr as an isolated structure in a non-equilibrium geometry.

```
66
Properties=species:S:1:pos:R:3:nbo_charge:R:1
C -0.181 0.179 -7.188 0.646
C 1.191 0.666 -7.024 -0.768
C -0.428 -1.256 -7.344 -0.766
C -1.299 1.111 -7.121 -0.773
Cl -0.395 0.475 -2.698 -0.430
H -0.458 -1.558 -8.413 0.337
H -1.404 -1.511 -6.872 0.274
H 0.388 -1.816 -6.834 0.270
H 1.663 0.953 -7.989 0.337
H 1.806 -0.135 -6.556 0.270
H 1.185 1.561 -6.361 0.278
H -1.571 1.514 -8.116 0.339
H -1.029 1.980 -6.479 0.279
H -2.198 0.595 -6.716 0.275
C 1.286 -2.145 0.533 -0.314
C 0.532 -2.949 -0.388 -0.273
C 0.808 -2.480 -1.705 -0.343
H -0.099 -3.817 -0.163 0.266
C 1.722 -1.380 -1.623 -0.338
C 2.039 -1.182 -0.246 -0.338
H 2.716 -0.389 0.070 0.268
H 1.456 -2.366 1.600 0.275
H 0.474 -2.909 -2.643 0.259
H 2.173 -0.823 -2.438 0.265
C -2.691 0.367 0.052 -0.307
C -2.467 -0.808 0.873 -0.299
C -2.330 -1.938 -0.034 -0.309
H -2.582 -0.830 1.969 0.265
C -2.450 -1.456 -1.359 -0.392
C -2.691 -0.035 -1.295 -0.288
H -2.846 0.669 -2.103 0.264
H -2.795 1.426 0.317 0.264
H -2.265 -3.002 0.232 0.269
H -2.297 -2.023 -2.302 0.266
Zr -0.335 -0.540 -0.640 1.608
C -0.265 -2.127 3.710 -0.612
C -0.408 -0.601 3.911 -0.500
C 0.166 -0.193 5.257 -0.625
P 0.169 0.402 2.427 0.938
C -0.822 1.967 2.553 -0.518
C -1.031 2.616 3.938 -0.618
C -0.402 3.013 1.514 -0.604
C 1.948 0.903 2.789 -0.504
C 2.219 2.055 3.778 -0.619
C 2.833 -0.298 3.094 -0.615
H 0.783 -2.454 3.726 0.211
H -0.745 -2.497 2.790 0.206
H -0.771 -2.595 4.578 0.237
H -1.493 -0.372 3.921 0.225
H 1.235 -0.415 5.341 0.214
H 0.001 0.868 5.496 0.227
H -0.352 -0.783 6.031 0.237
H -1.797 1.568 2.246 0.216
H -0.096 3.004 4.375 0.224
H -1.711 3.475 3.795 0.230
H -1.504 1.926 4.649 0.218
H -0.500 2.607 0.499 0.194
H -1.090 3.871 1.605 0.239
H 0.629 3.382 1.661 0.222
H 2.186 1.273 1.782 0.213
H 1.877 1.848 4.819 0.225
H 3.329 2.198 3.802 0.233
H 1.757 2.997 3.421 0.214
H 2.824 -1.022 2.265 0.201
H 3.862 0.073 3.217 0.236
H 2.538 -0.832 4.012 0.216
```

Output
- highest occupied orbital energy (eV) = -13.74
- ΔE to the lowest compared entry with this formula, charge and spin (kJ/mol) = 0.0
- multiplicity = 1
- LUMO energy (eV) = -8.0
- gap between HOMO and LUMO (eV) = 5.70
- net charge = +2
- total energy (eV) = -47577.9193


No. 5
Density functional theory data (ωB97M-V with the def2-TZVPD basis set) for one molecule with the formula C23H40N2O3.

```
68
Properties=species:S:1:pos:R:3:nbo_charge:R:1
C -3.742 2.974 0.329 -0.385
C -2.587 2.372 0.555 -0.208
C -1.296 3.074 0.849 -0.102
O -0.201 2.457 0.193 -0.552
C -0.125 2.845 -1.172 -0.061
C 0.971 2.034 -1.833 -0.328
C 0.683 0.556 -1.616 0.718
O -0.305 0.003 -2.075 -0.643
N 1.619 -0.123 -0.910 -0.440
C 2.451 0.350 0.213 -0.209
C 2.112 -0.962 0.974 -0.045
C 3.294 -1.783 1.466 -0.402
C 2.844 -3.068 2.155 -0.409
C 1.821 -2.752 3.233 -0.220
N 0.705 -2.010 2.666 -0.457
C -0.473 -2.666 2.432 0.712
O -0.611 -3.840 2.744 -0.644
C -1.656 -1.862 1.913 -0.300
C -2.300 -1.213 3.140 -0.604
C -2.619 -2.747 1.118 -0.217
C -1.938 -3.336 -0.112 -0.614
C -3.862 -1.971 0.692 -0.606
C 1.119 -0.740 2.104 -0.219
C 1.421 -1.453 -0.327 -0.219
C 1.199 2.374 -3.328 -0.009
C 2.209 1.379 -3.902 -0.613
C 1.797 3.780 -3.436 -0.609
C -0.082 2.318 -4.162 -0.625
H -4.646 2.406 0.153 0.205
H -3.824 4.056 0.319 0.190
H -2.523 1.288 0.534 0.206
H -1.356 4.140 0.597 0.174
H -1.081 3.001 1.920 0.197
H -1.085 2.657 -1.664 0.193
H 0.093 3.918 -1.239 0.173
H 1.912 2.273 -1.322 0.211
H 3.503 0.424 -0.066 0.196
H 2.083 1.259 0.685 0.215
H 3.948 -2.018 0.621 0.212
H 3.886 -1.179 2.165 0.202
H 2.390 -3.750 1.429 0.209
H 3.699 -3.593 2.586 0.216
H 1.444 -3.642 3.725 0.248
H 2.282 -2.117 4.002 0.183
H -1.318 -1.073 1.230 0.204
H -1.570 -0.629 3.706 0.209
H -3.111 -0.543 2.864 0.214
H -2.699 -1.982 3.804 0.219
H -2.927 -3.572 1.767 0.217
H -1.641 -2.545 -0.809 0.210
H -1.055 -3.918 0.157 0.217
H -2.622 -4.000 -0.643 0.211
H -3.591 -1.084 0.110 0.199
H -4.494 -2.597 0.061 0.213
H -4.466 -1.653 1.542 0.205
H 1.623 -0.170 2.898 0.198
H 0.272 -0.132 1.791 0.229
H 0.374 -1.733 -0.237 0.221
H 1.992 -2.212 -0.861 0.199
H 1.798 0.368 -3.931 0.221
H 2.478 1.660 -4.922 0.211
H 3.125 1.355 -3.305 0.204
H 1.096 4.552 -3.116 0.205
H 2.705 3.874 -2.833 0.204
H 2.062 3.993 -4.473 0.213
H -0.811 3.065 -3.841 0.202
H 0.153 2.523 -5.209 0.206
H -0.552 1.337 -4.100 0.242
```

Output
- highest occupied orbital energy (eV) = -9.08
- ΔE to the lowest compared entry with this formula, charge and spin (kJ/mol) = 177.7
- structure (SMILES) = C=CCOC[C@@H](C(=O)N1CC2(CCCN(C(=O)[C@H](C)C(C)C)C2)C1)C(C)(C)C
- multiplicity = 1
- LUMO energy (eV) = 0.6
- gap between HOMO and LUMO (eV) = 9.69
- total energy (eV) = -33623.1610


No. 6
Density functional theory data (ωB97M-V with the def2-TZVPD basis set) for a 4-piece molecular cluster, C23H40N3O5S3 overall.

```
74
Properties=species:S:1:pos:R:3:mulliken_charge:R:1
C 2.096 -0.579 2.832 -1.399
C 0.791 -0.246 3.521 0.350
C 0.640 1.258 3.903 -1.260
C -0.060 1.987 2.809 0.486
C 0.610 2.569 1.719 -0.534
C -0.090 3.108 0.679 0.933
C 0.509 3.715 -0.547 -1.549
C 0.325 2.796 -1.775 0.592
C -0.833 3.243 -2.644 0.263
N -0.845 2.815 -4.006 -0.659
O -1.734 3.902 -2.186 -0.477
C -1.481 3.040 0.774 -0.649
N -2.024 2.512 1.848 0.518
N -1.378 1.989 2.877 -0.809
O -0.398 -0.606 2.833 -0.374
C -0.332 -0.705 1.424 -0.441
C -1.664 -0.338 0.823 0.054
C -1.690 0.151 -0.476 -0.204
C -2.871 0.566 -1.063 -0.568
C -4.047 0.492 -0.338 -0.858
C -4.031 0.003 0.955 -0.831
C -2.845 -0.415 1.540 -0.607
H 2.902 -0.321 3.519 0.514
H 2.271 -0.032 1.905 0.359
H 2.178 -1.652 2.679 0.196
H 0.788 -0.804 4.457 0.410
H 0.014 1.325 4.791 0.376
H 1.611 1.702 4.114 0.426
H 1.693 2.560 1.715 0.442
H 1.557 3.954 -0.391 0.476
H -0.047 4.632 -0.741 0.487
H 1.241 2.747 -2.353 0.288
H 0.094 1.771 -1.477 -0.389
H 0.079 2.971 -4.405 0.308
H -0.964 1.803 -4.038 0.284
H -2.132 3.405 -0.011 0.723
H -3.035 2.462 1.923 0.448
H 0.388 0.009 1.013 0.164
H -0.005 -1.705 1.126 0.665
H -0.757 0.211 -1.027 0.820
H -2.860 0.938 -2.078 0.630
H -4.976 0.824 -0.787 0.567
H -4.949 -0.051 1.529 0.429
H -2.841 -0.774 2.560 0.433
C -5.805 -1.752 -2.825 -0.880
S -4.581 -1.612 -4.130 0.431
O -3.856 -0.331 -3.902 -0.528
C -5.744 -1.310 -5.462 -0.985
H -5.269 -1.895 -1.889 0.213
H -6.393 -0.835 -2.784 0.281
H -6.444 -2.612 -3.021 0.442
H -6.332 -0.423 -5.231 0.306
H -6.385 -2.183 -5.585 0.395
H -5.166 -1.148 -6.369 0.326
C 4.173 -5.333 5.529 -0.997
S 4.085 -4.241 4.110 0.486
O 3.020 -3.242 4.411 -0.547
C 3.360 -5.437 2.985 -0.946
H 4.561 -4.753 6.363 0.318
H 3.174 -5.700 5.762 0.311
H 4.850 -6.158 5.308 0.399
H 2.419 -5.798 3.401 0.305
H 4.058 -6.260 2.833 0.392
H 3.179 -4.931 2.039 0.301
C 5.236 2.012 -3.712 -0.969
S 3.934 0.782 -3.631 0.379
O 2.847 1.370 -2.788 -0.518
C 4.810 -0.378 -2.584 -0.969
H 4.859 2.851 -4.293 0.315
H 5.489 2.337 -2.704 0.301
H 6.104 1.582 -4.211 0.399
H 5.093 0.116 -1.655 0.302
H 5.691 -0.743 -3.112 0.398
H 4.136 -1.207 -2.379 0.311
```

Output
- highest occupied orbital energy (eV) = -10.86
- multiplicity = 1
- LUMO energy (eV) = -3.5
- gap between HOMO and LUMO (eV) = 7.39
- net charge = +1
- total energy (eV) = -71704.7260